Molecular formula: C21H58BNO8
Method: DFT, ωB97M-V/def2-TZVPD

- SMILES: CNCBCOO.CC(C)O.CC(C)O.CC(C)O.CC(C)O.CC(C)O.CC(C)O
- Molar mass: 463.51 g mol⁻¹
- Kohn-Sham gap: 8.934 eV
- E: -41259.7549 eV
- LUMO: 0.374 eV

Positions of all 89 atoms, in Å:
C: -1.874 0.289 -2.915
N: -2.573 1.564 -2.903
C: -3.287 1.867 -4.143
B: -4.777 2.312 -4.032
C: -5.753 1.737 -2.919
O: -6.187 0.503 -3.550
O: -5.583 -0.579 -2.819
H: -1.189 0.270 -3.765
H: -2.555 -0.570 -3.021
H: -1.295 0.162 -2.001
H: -3.210 1.587 -2.119
H: -2.717 2.597 -4.728
H: -3.322 0.960 -4.780
H: -5.239 3.021 -4.876
H: -6.649 2.327 -2.719
H: -5.285 1.484 -1.967
H: -5.186 -1.091 -3.538
C: -4.650 0.040 0.648
C: -3.420 -0.519 1.344
C: -3.063 0.271 2.591
O: -2.319 -0.574 0.438
H: -4.464 1.076 0.344
H: -4.890 -0.539 -0.244
H: -5.517 0.039 1.312
H: -3.600 -1.562 1.616
H: -2.840 1.309 2.324
H: -2.187 -0.152 3.082
H: -3.888 0.276 3.305
H: -2.123 0.330 0.167
C: -8.488 -3.702 -1.078
C: -7.059 -4.042 -0.689
C: -6.609 -3.276 0.545
O: -6.168 -3.811 -1.779
H: -8.569 -2.637 -1.313
H: -8.789 -4.269 -1.959
H: -9.182 -3.924 -0.265
H: -6.981 -5.115 -0.497
H: -6.644 -2.201 0.350
H: -5.585 -3.541 0.807
H: -7.255 -3.487 1.399
H: -6.205 -2.867 -1.979
C: 1.575 0.468 4.764
C: 0.093 0.684 5.009
C: -0.166 1.445 6.300
O: -0.618 -0.556 5.004
H: 2.010 -0.126 5.574
H: 1.734 -0.072 3.830
H: 2.120 1.409 4.714
H: -0.334 1.241 4.172
H: 0.220 0.879 7.153
H: -1.235 1.597 6.448
H: 0.329 2.416 6.288
H: -0.275 -1.096 5.724
C: 6.458 0.808 3.276
C: 5.584 2.010 3.588
C: 6.411 3.242 3.919
O: 4.672 1.713 4.647
H: 7.082 0.549 4.134
H: 5.846 -0.059 3.031
H: 7.124 1.012 2.435
H: 4.941 2.229 2.733
H: 7.031 3.052 4.800
H: 5.765 4.093 4.134
H: 7.072 3.506 3.092
H: 5.191 1.504 5.431
C: -0.410 0.981 -8.835
C: -0.440 0.115 -7.586
C: -0.941 -1.290 -7.876
O: -1.220 0.730 -6.561
H: -1.418 1.081 -9.249
H: -0.039 1.978 -8.599
H: 0.228 0.542 -9.603
H: 0.564 0.059 -7.162
H: -1.963 -1.254 -8.264
H: -0.943 -1.890 -6.966
H: -0.316 -1.786 -8.620
H: -2.125 0.808 -6.881
C: 10.997 -1.778 2.157
C: 10.109 -0.608 2.546
C: 10.914 0.646 2.848
O: 9.271 -0.949 3.649
H: 11.677 -2.025 2.978
H: 10.394 -2.658 1.938
H: 11.601 -1.540 1.280
H: 9.410 -0.400 1.733
H: 11.590 0.467 3.689
H: 10.251 1.470 3.113
H: 11.516 0.945 1.989
H: 9.836 -1.151 4.403

Results of the Mulliken charge analysis, in e, for atoms 1 through 5: atom 1 (C): -0.78, atom 2 (N): -0.34, atom 3 (C): -0.30, atom 4 (B): 0.30, atom 5 (C): 0.14


Molecular formula: C3H7N2S
Method: DFT, ωB97M-V/def2-TZVPD

- Energy relative to the best compared isomer or geometry (same formula, charge and spin): 3.185 eV
- Molar mass: 103.17 g mol⁻¹
- Kohn-Sham gap: 8.985 eV
- E: -17030.3860 eV
- LUMO: -5.679 eV
- Net charge: +1

Positions of all 13 atoms, in Å:
C: 2.732 0.231 -0.239
C: -0.956 0.123 -0.597
C: -2.272 -0.407 -0.254
N: 1.517 0.564 -0.863
N: 2.529 -0.528 0.777
S: 0.484 -0.650 -0.181
H: 3.575 0.728 -0.687
H: -1.045 1.192 -0.879
H: -2.087 -1.521 -0.228
H: -2.948 -0.157 -1.150
H: -2.782 -0.059 0.678
H: 1.317 0.850 -1.793
H: 3.186 -0.497 1.473

Results of the natural (NBO) charge analysis, in e, for atoms 1 through 5: atom 1 (C): 0.31, atom 2 (C): -0.19, atom 3 (C): -0.72, atom 4 (N): -0.75, atom 5 (N): -0.69


Molecular formula: C15H10F7N3O
Method: DFT, ωB97M-V/def2-TZVPD

- SMILES: O=C(NC(Nc1ccc(F)cc1)(C(F)(F)F)C(F)(F)F)c1cccnc1
- Molar mass: 381.25 g mol⁻¹
- Kohn-Sham gap: 9.424 eV
- E: -41258.6092 eV
- LUMO: 0.245 eV

Positions of all 36 atoms, in Å:
O: 2.233 -1.862 -1.068
C: 1.140 -1.363 -1.002
N: 0.809 -0.378 -0.096
H: -0.142 -0.031 -0.081
C: 1.637 0.126 0.955
N: 1.203 1.439 1.378
C: -0.169 1.788 1.424
C: -0.870 2.010 0.239
C: -2.202 2.381 0.277
C: -2.815 2.555 1.505
C: -2.127 2.382 2.693
C: -0.801 1.994 2.647
H: -0.252 1.851 3.565
H: -2.629 2.544 3.633
F: -4.109 2.918 1.544
H: -2.759 2.551 -0.631
H: -0.362 1.938 -0.711
H: 1.685 1.723 2.225
C: 3.133 0.283 0.519
F: 3.870 -0.805 0.672
F: 3.720 1.231 1.270
F: 3.218 0.695 -0.741
C: 1.567 -0.869 2.168
F: 1.917 -2.114 1.882
F: 0.299 -0.915 2.617
F: 2.319 -0.446 3.191
C: 0.020 -1.717 -1.914
C: 0.341 -2.208 -3.179
C: -0.679 -2.549 -4.048
C: -1.989 -2.385 -3.616
N: -2.303 -1.952 -2.407
C: -1.331 -1.635 -1.575
H: -1.660 -1.329 -0.588
H: -2.827 -2.618 -4.258
H: -0.467 -2.930 -5.034
H: 1.381 -2.307 -3.453

Results of the natural (NBO) charge analysis, in e, for atoms 1 through 5: atom 1 (O): -0.57, atom 2 (C): 0.69, atom 3 (N): -0.65, atom 4 (H): 0.43, atom 5 (C): 0.14


Molecular formula: C8H15FeN3O5S
Method: DFT, ωB97M-V/def2-TZVPD

- Molar mass: 321.14 g mol⁻¹
- 2S+1: 2
- Kohn-Sham gap (spin up / spin down): 7.608 / 8.951 eV
- E: -68462.9592 eV
- LUMO (spin up / spin down): -5.026 / -4.029 eV
- Net charge: +1

Positions of all 33 atoms, in Å:
Fe: 0.480 -0.063 -0.391
O: -1.393 -1.032 -0.517
C: -2.562 -0.195 -0.735
C: -2.420 0.964 0.205
N: -1.259 1.762 -0.157
C: -1.284 2.362 -1.475
C: -0.634 1.424 -2.487
O: -0.966 1.340 -3.631
O: 0.368 0.715 -1.947
C: -0.727 2.513 0.966
C: -0.045 1.541 1.909
O: 0.027 1.668 3.094
O: 0.516 0.504 1.269
H: -1.522 -1.869 -0.977
H: -3.470 -0.750 -0.508
H: -2.589 0.109 -1.782
H: -2.256 0.574 1.211
H: -3.351 1.545 0.220
H: -0.700 3.283 -1.490
H: -2.292 2.583 -1.830
H: -1.495 3.054 1.523
H: 0.024 3.228 0.626
C: 2.213 -3.665 0.346
N: 2.183 -2.301 -0.189
C: 2.660 -1.233 0.491
N: 2.910 -1.355 1.778
S: 2.855 0.264 -0.337
H: 1.895 -4.345 -0.438
H: 1.523 -3.767 1.183
H: 3.221 -3.936 0.662
H: 2.275 -2.201 -1.191
H: 2.731 -2.205 2.290
H: 3.085 -0.514 2.308

Results of the natural (NBO) charge analysis, in e, for atoms 1 through 5: atom 1 (Fe): 1.36, atom 2 (O): -0.76, atom 3 (C): -0.09, atom 4 (C): -0.25, atom 5 (N): -0.45


Molecular formula: C41H88Cl6O24P2
Method: DFT, ωB97M-V/def2-TZVPD

- Molar mass: 1239.80 g mol⁻¹
- Kohn-Sham gap: 10.088 eV
- E: -186803.6277 eV
- LUMO: 0.274 eV

Positions of all 161 atoms, in Å:
C: -4.532 5.877 -5.322
Cl: -5.778 5.596 -4.144
Cl: -4.444 4.544 -6.507
H: -4.660 6.795 -5.888
H: -3.584 5.984 -4.802
C: 3.452 -1.298 -2.943
Cl: 2.863 -0.240 -4.229
Cl: 2.194 -1.599 -1.692
H: 3.764 -2.251 -3.351
H: 4.265 -0.803 -2.423
C: 2.092 3.527 -4.741
Cl: 3.850 3.789 -4.616
Cl: 1.560 3.787 -6.434
H: 1.796 2.520 -4.486
H: 1.569 4.247 -4.128
C: -1.694 2.258 -6.700
O: -2.431 1.438 -5.788
P: -2.243 -0.139 -5.792
O: -3.168 -0.877 -4.930
O: -2.412 -0.477 -7.339
C: -2.249 -1.815 -7.811
O: -0.690 -0.344 -5.450
C: -0.221 -1.505 -4.782
H: -2.412 2.769 -7.342
H: -1.009 1.721 -7.355
H: -1.151 3.020 -6.146
H: -3.035 -1.994 -8.539
H: -2.413 -2.554 -7.020
H: -1.226 -1.946 -8.159
H: -0.078 -1.267 -3.726
H: 0.746 -1.793 -5.187
H: -0.938 -2.328 -4.810
C: -1.595 -0.385 -2.328
O: -0.531 0.496 -2.698
P: -0.294 1.880 -1.918
O: 0.932 2.584 -2.307
O: -1.686 2.625 -2.067
C: -2.047 3.201 -3.315
O: -0.359 1.454 -0.397
C: 0.710 0.758 0.224
H: -2.187 -0.031 -1.485
H: -1.109 -1.337 -2.118
H: -2.285 -0.543 -3.160
H: -2.925 2.721 -3.751
H: -1.239 3.057 -4.037
H: -2.282 4.261 -3.225
H: 0.412 -0.247 0.522
H: 1.045 1.344 1.083
H: 1.596 0.733 -0.417
O: -4.637 3.566 1.726
C: -5.260 4.427 1.174
O: -5.340 4.629 -0.148
C: -4.664 3.724 -1.021
C: -5.393 2.421 -1.240
C: -6.121 5.417 1.905
H: -3.642 3.604 -0.648
H: -4.519 4.248 -1.969
H: -6.250 2.603 -1.889
H: -5.631 1.909 -0.312
H: -4.710 1.785 -1.811
H: -5.709 6.412 1.744
H: -6.129 5.219 2.974
H: -7.159 5.353 1.581
O: -3.721 -6.883 -0.419
C: -3.005 -6.863 -1.385
O: -1.991 -6.025 -1.587
C: -1.719 -5.038 -0.583
C: -0.947 -3.927 -1.281
C: -3.207 -7.793 -2.558
H: -1.081 -5.570 0.129
H: -2.623 -4.659 -0.109
H: -1.416 -3.703 -2.239
H: 0.078 -4.243 -1.493
H: -0.835 -3.041 -0.656
H: -3.552 -7.286 -3.460
H: -3.965 -8.550 -2.376
H: -2.249 -8.278 -2.754
O: 4.857 -5.631 -0.955
C: 5.070 -4.667 -0.271
O: 4.154 -4.013 0.433
C: 2.790 -4.405 0.349
C: 1.924 -3.673 1.359
C: 6.429 -4.010 -0.178
H: 2.707 -5.470 0.579
H: 2.376 -4.245 -0.646
H: 0.919 -4.097 1.347
H: 1.801 -2.628 1.068
H: 2.289 -3.780 2.380
H: 6.395 -3.030 0.291
H: 6.890 -3.920 -1.160
H: 7.082 -4.688 0.374
O: 1.322 -0.269 6.066
C: 1.379 -0.669 4.926
O: 1.410 -1.941 4.560
C: 1.333 -3.001 5.504
C: 2.617 -3.837 5.547
C: 1.111 0.227 3.748
H: 0.569 -3.682 5.127
H: 1.047 -2.707 6.512
H: 2.842 -4.054 4.500
H: 2.409 -4.789 6.027
H: 3.409 -3.237 5.986
H: 1.452 1.255 3.791
H: 0.033 0.206 3.592
H: 1.616 -0.216 2.884
O: 5.289 -2.150 4.684
C: 5.440 -0.993 4.411
O: 5.062 -0.420 3.262
C: 4.417 -1.245 2.287
C: 4.640 -0.615 0.925
C: 6.098 -0.031 5.363
H: 3.372 -1.403 2.554
H: 4.921 -2.215 2.281
H: 5.678 -0.282 0.926
H: 3.995 0.267 0.866
H: 4.367 -1.313 0.138
H: 5.419 0.671 5.846
H: 6.794 0.630 4.836
H: 6.693 -0.592 6.077
O: -2.058 3.937 6.252
C: -1.262 3.107 5.896
O: -1.196 2.591 4.660
C: -2.199 2.898 3.683
C: -1.605 2.451 2.351
C: -0.128 2.603 6.744
H: -2.511 3.932 3.820
H: -3.121 2.318 3.793
H: -1.098 1.494 2.287
H: -0.897 3.218 2.023
H: -2.404 2.456 1.609
H: -0.417 1.728 7.318
H: 0.166 3.421 7.399
H: 0.725 2.409 6.096
O: 3.130 2.184 2.146
C: 4.109 2.770 1.746
O: 4.209 3.372 0.562
C: 3.126 3.282 -0.373
C: 2.086 4.326 -0.081
C: 5.319 2.974 2.606
H: 2.693 2.282 -0.369
H: 3.494 3.473 -1.381
H: 1.572 4.125 0.863
H: 1.277 4.212 -0.809
H: 2.504 5.330 -0.103
H: 5.167 3.692 3.406
H: 6.161 3.264 1.970
H: 5.663 2.030 3.026
O: -1.289 -1.977 1.242
C: -1.894 -1.935 2.290
O: -2.951 -1.156 2.534
C: -3.543 -0.391 1.464
C: -4.570 -1.175 0.656
C: -1.514 -2.754 3.500
H: -2.742 -0.042 0.812
H: -4.009 0.408 2.034
H: -4.145 -1.905 -0.033
H: -5.200 -0.451 0.142
H: -5.200 -1.783 1.309
H: -1.256 -1.996 4.244
H: -0.750 -3.476 3.251
H: -2.399 -3.252 3.899

Results of the Mulliken charge analysis, in e, for atoms 1 through 5: atom 1 (C): -0.20, atom 2 (Cl): -0.13, atom 3 (Cl): -0.14, atom 4 (H): 0.38, atom 5 (H): 0.11


Molecular formula: C2H4O3S
Method: DFT, ωB97M-V/def2-TZVPD

- Energy relative to the best compared isomer or geometry (same formula, charge and spin): 5.199 eV
- Molar mass: 108.12 g mol⁻¹
- Kohn-Sham gap (spin up / spin down): 8.978 / 8.101 eV
- E: -19110.6238 eV
- LUMO (spin up / spin down): -1.702 / -2.416 eV

Positions of all 10 atoms, in Å:
C: 0.006 0.355 1.392
C: -0.193 -1.079 -0.976
O: 1.396 0.953 -1.135
O: -0.894 1.569 -0.781
O: -0.514 -0.873 1.289
S: 0.135 0.638 -0.526
H: -0.722 1.036 1.611
H: 0.914 0.310 1.820
H: 0.730 -1.472 -0.994
H: -0.857 -1.439 -1.700

Results of the natural (NBO) charge analysis, in e, for atoms 1 through 5: atom 1 (C): -0.24, atom 2 (C): -0.37, atom 3 (O): -0.89, atom 4 (O): -0.91, atom 5 (O): -0.44